Record 1
A structure of composition C9H24FeLiO17P2S3 in a non-equilibrium geometry, computed with the ωB97M-V functional and the def2-TZVPD basis.

XYZ file:
```
57
Properties=species:S:1:pos:R:3:mulliken_spin:R:1
Li -1.37 0.30 0.01 -0.019
Fe -2.59 1.88 -2.24 4.260
P -0.82 0.88 -3.48 -0.028
O -2.35 0.75 -3.91 0.086
O -0.92 0.80 -1.93 0.166
O -1.07 2.47 -3.37 0.261
O 0.43 0.78 -4.30 0.017
P -3.14 1.99 0.43 -0.013
O -2.50 2.96 -0.67 0.132
O -2.10 1.35 1.39 0.005
O -3.22 0.90 -0.74 0.147
O -4.44 2.29 1.12 0.011
O -3.30 -3.53 -0.44 0.000
S -2.30 -2.73 -1.12 -0.002
O -1.65 -1.67 -0.44 -0.001
O -1.18 -3.70 -1.77 0.000
C -1.62 -4.95 -2.30 0.000
C -0.41 -5.76 -2.72 0.000
C -3.05 -2.03 -2.59 -0.001
H -2.27 -4.82 -3.16 0.000
H -2.17 -5.48 -1.52 0.000
H 0.13 -6.04 -1.80 0.000
H 0.36 -5.28 -3.32 0.000
H -0.72 -6.72 -3.14 0.000
H -3.74 -1.30 -2.16 -0.001
H -3.64 -2.75 -3.14 0.000
H -2.30 -1.46 -3.13 0.004
O 0.46 -0.21 1.08 -0.007
S 1.03 -0.66 2.31 0.000
O 2.34 -1.25 2.28 0.000
O 1.12 0.57 3.34 0.000
C -0.08 1.35 3.53 0.000
C 0.24 2.83 3.63 0.000
C -0.14 -1.71 3.18 0.000
H -0.54 1.06 4.49 0.000
H -0.83 1.19 2.74 -0.001
H 0.96 3.00 4.44 0.000
H -0.67 3.37 3.88 0.000
H 0.70 3.22 2.73 0.000
H -1.07 -1.16 3.00 0.000
H 0.12 -1.60 4.24 0.000
H -0.04 -2.74 2.87 0.000
O 3.17 4.42 -0.29 0.000
S 2.61 3.22 -0.88 -0.001
O 2.51 3.14 -2.29 0.000
O 3.45 1.92 -0.43 0.000
C 3.98 1.85 0.90 0.000
C 5.28 1.07 0.78 0.000
C 1.03 2.84 -0.14 -0.016
H 3.22 1.37 1.53 0.000
H 4.18 2.84 1.31 0.000
H 6.04 1.70 0.30 0.000
H 5.12 0.25 0.07 0.000
H 5.66 0.75 1.74 0.000
H 0.35 3.68 -0.22 0.000
H 1.19 2.60 0.91 0.001
H 0.57 1.99 -0.63 -0.004
```

Values from the calculation:
multiplicity	6
net charge	-2
LUMO energy (spin up / spin down)	3.82 / 3.82	eV
M	625.21	g mol⁻¹
HOMO level (spin up / spin down)	-1.58 / -1.55	eV

Record 2
A structure of composition C9H24IO4P2RuS in a non-equilibrium geometry, computed with the ωB97M-V functional and the def2-TZVPD basis.

XYZ file:
```
42
Properties=species:S:1:pos:R:3:mulliken_spin:R:1
C -0.45 0.32 -3.27 0.091
I 2.96 -0.35 -1.67 0.872
H 0.50 0.36 -3.87 0.065
H -1.08 1.23 -3.43 0.017
H -1.02 -0.56 -3.63 0.057
Ru 0.36 -0.11 -1.48 2.412
P 0.45 2.08 -0.61 0.073
C -1.17 2.89 -0.72 0.026
C 1.04 2.65 1.04 0.019
H 1.59 3.59 0.94 0.007
H 1.33 4.09 -1.62 0.005
H 1.68 1.88 1.47 0.004
H 2.59 2.82 -1.48 0.010
H -1.76 2.63 0.17 0.002
H 0.17 2.80 1.71 0.005
C 1.54 3.02 -1.73 0.024
H -1.02 3.97 -0.77 0.006
H 1.35 2.71 -2.76 -0.005
H -1.68 2.53 -1.62 -0.004
P 0.46 -2.26 -0.20 0.075
C -1.16 -3.09 -0.14 0.027
C 1.51 -3.39 -1.17 0.049
H 1.78 -1.74 1.76 0.002
H 1.52 -3.52 1.59 0.009
H 0.20 -2.46 2.20 0.001
C 1.06 -2.53 1.52 0.018
H 2.56 -3.11 -1.02 -0.004
H 1.36 -4.42 -0.82 0.005
H -1.00 -4.15 0.06 0.007
H -1.65 -2.94 -1.10 -0.007
H 1.24 -3.30 -2.23 -0.012
H -1.75 -2.63 0.67 0.006
C -1.46 -0.22 -1.16 0.064
O -2.61 -0.33 -1.01 0.047
C -1.00 0.23 3.94 -0.013
S -1.40 0.16 2.18 -0.084
O -2.21 -1.04 1.99 0.379
O -2.08 1.42 1.85 0.388
O -0.03 0.05 1.60 0.356
H -1.90 0.36 4.54 0.002
H -0.32 1.08 4.09 0.000
H -0.50 -0.70 4.21 0.000
```

Values from the calculation:
relative energy (zero: lowest compared OMol25 entry of this formula, charge and spin)	0.367	eV
multiplicity	6
net charge	+2
LUMO energy (spin up / spin down)	-6.89 / -11.33	eV
M	518.28	g mol⁻¹
HOMO level (spin up / spin down)	-14.64 / -17.36	eV

Record 3
A cluster of 2 separate species, C9H24N2OSi in total in a non-equilibrium geometry, computed with the ωB97M-V functional and the def2-TZVPD basis.

XYZ file:
```
37
Properties=species:S:1:pos:R:3:mulliken_charge:R:1
C 3.15 0.19 -0.67 -0.717
C 0.72 -3.04 -0.25 -0.968
C -1.01 -0.16 2.61 -1.605
C -3.25 0.07 1.52 -1.617
C -0.92 0.96 -2.61 -0.895
C -0.69 2.75 -1.21 -1.334
C 3.10 0.13 0.88 -0.346
C -0.09 -2.16 -1.22 0.019
C -1.83 0.61 1.55 0.370
N 2.02 0.76 1.51 -0.516
N -1.06 1.34 -1.24 0.364
O -0.91 -1.30 -0.47 -0.190
Si -0.74 0.19 0.01 -0.279
H 3.61 1.17 -0.84 0.372
H 3.68 -0.80 -1.13 0.227
H 2.04 0.18 -0.91 0.059
H 0.25 -3.31 0.70 0.296
H 1.03 -4.08 -0.60 0.362
H 1.59 -2.47 0.14 0.072
H -1.26 -1.15 2.65 0.380
H 0.16 -0.09 2.51 0.297
H -1.31 0.32 3.52 0.511
H -3.12 -0.89 1.17 0.368
H -3.85 0.54 0.78 0.397
H -3.50 0.18 2.61 0.382
H -1.63 0.16 -3.04 0.236
H -1.05 1.77 -3.37 0.398
H 0.18 0.49 -2.86 0.186
H 0.28 3.00 -1.81 0.296
H -1.60 3.20 -1.51 0.502
H -0.55 2.98 -0.23 0.514
H 3.13 -1.01 1.14 0.232
H 3.88 0.72 1.43 0.354
H -0.61 -2.91 -1.72 0.300
H 0.43 -1.47 -1.80 0.159
H -1.96 1.62 1.82 0.622
H 1.69 1.51 0.90 0.191
```

Values from the calculation:
relative energy (zero: lowest compared OMol25 entry of this formula, charge and spin)	6.000	eV
LUMO energy (spin up / spin down)	0.37 / 0.38	eV
M	204.39	g mol⁻¹
HOMO level (spin up / spin down)	-8.29 / -6.36	eV